Arrangement a

ORCA calculation (ωB97M-V with the def2-TZVPD basis set) on an isolated molecule of C20H29N3O6S.

Results
- LUMO energy: 0.52 eV
- HOMO: -9.196 eV
- Multiplicity: 1
- Kohn-Sham gap: 9.72 eV

CARTESIAN COORDINATES (ANGSTROEM)
S  -0.286  0.548  0.021
O  -1.638  0.049  0.134
O  0.032  -2.512  1.532
O  0.736  -0.377  -0.368
O  -1.749  -0.845  -2.710
O  0.327  -1.639  -2.962
O  -0.989  -4.157  -2.126
N  -1.073  -2.618  -0.444
N  0.595  -4.153  0.066
N  -0.326  1.861  -1.023
C  3.039  -3.978  0.079
C  1.200  2.927  5.374
C  0.657  0.452  2.563
C  0.329  3.191  3.031
C  -0.093  -3.075  0.464
C  0.171  1.287  1.578
C  -1.487  2.022  -1.876
C  -1.181  1.716  -3.348
C  -2.269  -2.168  -2.503
C  0.142  4.657  3.272
C  -0.453  -0.724  -2.992
C  0.835  2.359  4.038
C  -3.626  -2.016  -1.830
C  1.229  1.146  -2.821
C  -0.076  0.670  -3.486
C  -1.336  -3.078  -1.687
C  0.988  1.001  3.791
C  1.799  -4.567  0.746
C  -0.002  2.638  1.801
C  0.938  2.125  -1.673
H  -0.265  5.143  2.389
H  1.091  5.130  3.523
H  -1.852  3.053  -1.776
H  1.368  0.359  4.572
H  1.584  2.151  6.031
H  -2.370  -2.641  -3.490
H  3.935  -4.266  0.622
H  -0.842  2.625  -3.851
H  1.751  0.271  -2.435
H  -3.517  -1.448  -0.909
H  3.120  -4.330  -0.947
H  -1.437  -1.702  -0.175
H  0.906  3.156  -2.040
H  0.437  -4.475  -0.883
H  0.331  3.383  5.847
H  -0.540  4.824  4.105
H  1.724  -4.215  1.778
H  1.713  2.052  -0.909
H  1.843  -5.660  0.741
H  1.961  3.700  5.268
H  -0.395  3.256  1.008
H  -4.037  -2.996  -1.607
H  -4.307  -1.483  -2.490
H  0.750  -0.604  2.362
H  -2.090  1.374  -3.842
H  2.963  -2.893  0.066
H  -2.249  1.346  -1.490
H  1.871  1.638  -3.553
H  0.122  0.511  -4.554



Arrangement b

ORCA calculation (ωB97M-V with the def2-TZVPD basis set) on an isolated molecule of C20H29N3O6S.

Results
- LUMO energy: 0.49 eV
- HOMO: -8.922 eV
- Multiplicity: 1
- Kohn-Sham gap: 9.41 eV

CARTESIAN COORDINATES (ANGSTROEM)
S  3.386  1.453  -0.847
O  3.621  0.809  -2.110
O  -3.884  1.471  -2.046
O  -1.642  1.166  -2.244
O  -3.578  1.733  2.426
O  4.095  2.664  -0.564
O  -6.928  -1.421  -0.893
N  -2.400  2.355  -0.527
N  3.587  0.430  0.461
N  -4.907  1.158  0.679
C  5.469  -1.737  0.193
C  -3.959  1.885  1.286
C  4.121  -1.784  -0.531
C  -2.762  1.649  -1.651
C  -7.572  -2.590  -0.455
C  7.288  -0.223  1.075
C  -3.357  2.967  0.362
C  0.764  1.270  -1.667
C  3.608  -3.214  -0.662
C  -5.522  -1.457  -0.816
C  1.187  2.490  0.395
C  5.946  -0.292  0.354
C  1.626  1.767  -0.702
C  -4.981  -1.303  0.613
C  -0.574  1.537  -1.479
C  4.879  0.498  1.115
C  -5.490  -0.021  1.277
C  -1.033  2.276  -0.377
C  -0.159  2.763  0.580
C  3.113  -0.918  0.232
H  4.761  0.103  2.130
H  6.044  0.159  -0.640
H  5.144  1.554  1.169
H  -2.847  3.717  0.967
H  -7.186  -3.474  -0.977
H  -5.223  -0.008  2.336
H  -5.087  1.301  -0.306
H  6.208  -2.311  -0.369
H  -8.627  -2.465  -0.692
H  7.207  -0.655  2.071
H  3.469  -3.661  0.321
H  1.145  0.718  -2.510
H  5.367  -2.196  1.181
H  2.656  -3.232  -1.187
H  -5.142  -2.395  -1.248
H  -4.142  3.434  -0.238
H  7.614  0.809  1.173
H  2.899  -1.364  1.209
H  4.243  -1.349  -1.528
H  -0.510  3.315  1.436
H  -6.577  0.032  1.170
H  -7.465  -2.744  0.625
H  -3.890  -1.293  0.576
H  1.926  2.842  1.096
H  8.045  -0.774  0.522
H  -5.181  -0.628  -1.443
H  4.319  -3.820  -1.217
H  -5.288  -2.157  1.218
H  2.177  -0.837  -0.325



Which of them is least stable? Easy: arrangement b.



Arrangement a

ORCA calculation (ωB97M-V with the def2-TZVPD basis set) on a structure of composition C38H41CoN2O3P2S4.

Results
- Total charge: +1
- LUMO energy (alpha / beta): -3.70 / -2.56 eV
- HOMO (alpha / beta): -10.576 / -10.577 eV
- Multiplicity: 2
- <S²>: 1.1128
- Kohn-Sham gap (alpha / beta): 6.88 / 8.02 eV

CARTESIAN COORDINATES (ANGSTROEM)
Co  -0.418  0.097  -0.314
S  -0.566  1.020  -2.794
S  1.419  -3.970  -2.641
S  -0.427  0.539  7.050
S  0.693  -2.053  -0.494
P  -1.292  -0.466  1.795
P  0.426  1.636  1.171
O  -1.552  0.254  -1.992
O  -0.314  0.491  -4.101
O  0.678  1.067  -1.941
N  -0.331  0.793  2.450
N  2.037  -1.504  -2.769
C  -3.763  0.629  2.314
C  0.546  -4.510  2.893
C  -4.930  0.849  3.027
C  -0.074  3.372  1.396
C  2.395  -3.472  -4.104
C  4.956  1.643  1.906
C  -1.506  5.439  -2.736
C  2.772  2.434  2.529
C  -0.927  4.865  -3.862
C  -1.697  3.246  -1.748
C  -1.091  2.701  -2.870
C  0.342  5.732  1.147
C  -2.824  -0.299  2.765
C  0.001  0.885  3.877
C  -0.569  -2.023  2.367
C  2.396  -1.944  -4.111
C  -1.330  -3.182  2.203
C  -1.913  4.608  -1.691
C  -0.772  -4.420  2.466
C  4.398  0.863  0.903
C  -4.253  -0.813  4.628
C  -3.075  -1.024  3.926
C  4.144  2.426  2.717
C  -0.232  2.067  6.080
C  -1.814  4.965  1.882
C  3.025  0.865  0.713
C  0.777  4.418  1.048
C  2.204  1.650  1.523
C  1.307  -3.361  3.049
C  -0.952  6.007  1.566
C  -2.196  0.624  7.424
C  1.393  -2.360  -2.005
C  -0.756  1.968  4.648
C  -0.715  3.498  -3.936
C  -1.700  6.925  -2.628
C  -1.384  3.654  1.783
C  0.762  -2.120  2.761
C  -5.176  0.123  4.184
H  5.034  0.266  0.263
H  -6.090  0.286  4.739
H  -5.652  1.575  2.677
H  -0.726  2.867  6.631
H  -4.454  -1.384  5.524
H  1.897  -0.506  -2.601
H  0.843  2.252  6.072
H  -2.419  -0.234  8.054
H  -1.215  7.448  -3.449
H  -0.627  5.499  -4.687
H  2.145  3.062  3.150
H  2.331  -3.435  3.389
H  6.027  1.648  2.057
H  -1.825  1.743  4.650
H  1.929  -3.890  -4.991
H  1.785  4.210  0.713
H  -0.259  3.040  -4.804
H  -0.212  -0.081  4.337
H  1.669  -1.534  -4.813
H  -0.616  2.935  4.160
H  -2.387  5.041  -0.822
H  3.393  -3.892  -3.992
H  -2.779  0.569  6.509
H  1.376  -1.230  2.833
H  -2.827  5.180  2.199
H  1.074  1.069  3.981
H  1.014  6.542  0.898
H  -2.763  7.169  -2.642
H  -1.359  -5.316  2.320
H  -2.413  1.542  7.966
H  2.573  0.282  -0.079
H  0.983  -5.480  3.085
H  -3.577  1.165  1.390
H  3.383  -1.552  -4.359
H  -1.288  7.033  1.641
H  4.580  3.042  3.491
H  -1.992  2.594  -0.935
H  -2.361  -1.754  4.285
H  -2.057  2.838  2.022
H  -1.286  7.294  -1.689
H  -2.356  -3.107  1.860



Arrangement b

ORCA calculation (ωB97M-V with the def2-TZVPD basis set) on a structure of composition C38H41CoN2O3P2S4.

Results
- Total charge: +1
- LUMO energy (alpha / beta): -3.90 / -3.20 eV
- HOMO (alpha / beta): -10.237 / -10.235 eV
- Multiplicity: 2
- <S²>: 1.2282
- Kohn-Sham gap (alpha / beta): 6.34 / 7.03 eV

CARTESIAN COORDINATES (ANGSTROEM)
Co  0.279  -0.168  1.049
S  0.098  1.982  -0.304
S  0.625  -0.506  3.226
S  3.437  0.354  2.601
S  0.044  -6.966  -2.620
P  1.490  -1.211  -0.595
P  -1.250  -1.472  -0.107
O  -0.905  1.414  0.646
O  -0.067  1.546  -1.660
O  1.435  1.674  0.245
N  1.540  2.012  3.022
N  0.033  -1.888  -1.193
C  0.786  5.930  -0.111
C  0.126  -4.295  -1.892
C  4.196  -4.290  -0.888
C  0.952  4.573  -0.319
C  -3.187  -3.367  -0.814
C  -0.618  7.903  0.512
C  3.904  2.109  2.788
C  -3.149  0.858  -2.906
C  -4.257  1.281  -2.191
C  -0.459  6.442  0.242
C  -1.929  -3.835  1.187
C  -0.130  3.731  -0.159
C  -2.634  -5.014  1.346
C  2.375  -0.390  -1.944
C  -0.162  -5.208  -3.076
C  -4.465  0.822  -0.898
C  -3.556  -0.038  -0.315
C  2.792  -2.975  1.109
C  -2.239  -0.009  -2.330
C  -2.198  -3.015  0.098
C  3.838  1.152  -3.729
C  1.519  -7.376  -3.594
C  1.762  0.702  2.887
C  2.620  -2.607  -0.219
C  4.376  -4.644  0.441
C  3.690  -0.023  -1.645
C  2.530  0.800  -4.022
C  -0.088  -2.832  -2.297
C  3.674  -3.990  1.440
C  -3.603  -5.376  0.425
C  -1.544  5.577  0.359
C  4.420  0.732  -2.542
C  3.329  -3.266  -1.221
C  -2.434  -0.455  -1.031
C  2.614  2.894  2.606
C  -1.381  4.218  0.165
C  1.794  0.035  -3.133
C  -3.882  -4.550  -0.652
H  2.348  -6.743  -3.291
H  -4.157  -6.292  0.555
H  4.330  2.233  3.783
H  1.622  6.603  -0.225
H  1.290  -7.245  -4.647
H  -2.437  -5.653  2.192
H  1.898  4.149  -0.619
H  2.472  3.167  1.554
H  0.507  -5.004  -3.908
H  -1.094  -2.738  -2.716
H  1.751  -8.416  -3.390
H  0.112  8.476  -0.052
H  1.145  -4.445  -1.531
H  0.639  -2.572  -3.074
H  -2.518  5.975  0.604
H  -2.990  1.205  -3.915
H  -1.618  8.240  0.251
H  4.649  2.343  2.035
H  5.074  -5.429  0.693
H  4.127  -0.329  -0.702
H  3.820  -4.263  2.473
H  4.403  1.756  -4.425
H  -1.195  -5.092  -3.406
H  -3.703  -0.391  0.696
H  5.440  1.006  -2.315
H  4.743  -4.805  -1.666
H  2.074  1.137  -4.940
H  -4.648  -4.825  -1.358
H  -1.372  -0.328  -2.883
H  2.602  3.796  3.217
H  -1.174  -3.536  1.902
H  -5.341  1.138  -0.349
H  -0.553  -4.545  -1.078
H  -2.202  3.524  0.257
H  3.206  -2.966  -2.253
H  -3.412  -2.708  -1.641
H  -0.460  8.096  1.574
H  0.588  2.356  2.985
H  -4.957  1.970  -2.639
H  0.765  -0.200  -3.350
H  2.246  -2.449  1.882



Which of them is least stable? Easy: arrangement b.



Arrangement a

ORCA calculation (ωB97M-V with the def2-TZVPD basis set) on a cluster of 3 separate species, C5H8N2O2 in total.

Results
- LUMO energy (alpha / beta): 0.65 / -0.41 eV
- HOMO (alpha / beta): -5.403 / -10.837 eV
- Multiplicity: 3
- <S²>: 2.0073
- Kohn-Sham gap (alpha / beta): 6.05 / 10.43 eV

CARTESIAN COORDINATES (ANGSTROEM)
O  1.060  -0.151  3.183
O  -1.053  -0.038  4.083
N  1.007  2.379  -0.556
N  -0.260  -0.583  -0.659
C  -0.009  -0.076  3.604
C  -0.393  -0.177  -1.938
C  -1.234  -0.889  0.214
C  0.227  2.254  -1.392
C  1.097  -0.710  -0.148
H  1.584  -1.344  -0.843
H  0.939  -1.123  0.776
H  -1.403  -0.004  -2.438
H  -0.545  2.146  -2.114
H  -2.214  -1.028  -0.209
H  0.433  -0.129  -2.517
H  -1.031  -0.715  1.221
H  1.794  0.187  -0.269



Arrangement b

ORCA calculation (ωB97M-V with the def2-TZVPD basis set) on an isolated molecule of C5H8N2O2.

Results
- LUMO energy (alpha / beta): 0.49 / -3.39 eV
- HOMO (alpha / beta): -5.386 / -9.968 eV
- Multiplicity: 3
- <S²>: 2.0071
- Kohn-Sham gap (alpha / beta): 5.88 / 6.58 eV

CARTESIAN COORDINATES (ANGSTROEM)
O  -3.002  -0.636  -0.140
O  -1.325  -2.183  0.012
N  -1.451  2.475  0.359
N  0.529  -0.115  -0.012
C  -1.842  -0.970  -0.204
C  0.661  0.326  1.355
C  -1.426  1.489  -0.150
C  1.659  0.133  -0.896
C  -0.716  0.056  -0.593
H  1.544  -0.551  -1.744
H  1.304  -0.550  1.818
H  -0.690  -0.154  -1.681
H  2.675  -0.181  -0.493
H  1.616  1.227  -1.141
H  1.231  1.235  1.527
H  -0.424  -1.932  0.161
H  -0.344  0.330  1.823



Which of them is least stable? Easy: arrangement b.



Arrangement a

ORCA calculation (ωB97M-V with the def2-TZVPD basis set) on an isolated molecule of C3H2OS.

Results
- LUMO energy (alpha / beta): -1.32 / -1.33 eV
- HOMO (alpha / beta): -8.950 / -8.866 eV
- Multiplicity: 1
- Kohn-Sham gap (alpha / beta): 7.63 / 7.53 eV

CARTESIAN COORDINATES (ANGSTROEM)
S  2.240  2.769  2.762
O  2.798  3.680  1.747
C  0.089  0.174  0.138
C  0.843  0.941  0.985
C  1.441  1.598  1.927
H  0.264  0.529  -0.867
H  -0.470  -0.490  0.735



Arrangement b

ORCA calculation (ωB97M-V with the def2-TZVPD basis set) on a cluster of 2 separate species, C3H2OS in total.

Results
- LUMO energy (alpha / beta): -1.74 / -1.09 eV
- HOMO (alpha / beta): -8.869 / -8.890 eV
- Multiplicity: 1
- Kohn-Sham gap (alpha / beta): 7.13 / 7.80 eV

CARTESIAN COORDINATES (ANGSTROEM)
S  -1.895  1.033  0.127
O  -1.985  -1.638  -0.055
C  -0.408  0.552  0.018
C  0.997  0.790  -0.177
C  0.580  -0.397  0.312
H  0.859  -1.366  0.436
H  1.853  1.025  -0.660



Which of them is least stable? Easy: arrangement b.



Arrangement a

ORCA calculation (ωB97M-V with the def2-TZVPD basis set) on a structure of composition C26H28N11O2SSeSnTe4.

Results
- Total charge: -1
- LUMO energy: 0.93 eV
- HOMO: -2.578 eV
- Multiplicity: 1
- Kohn-Sham gap: 3.51 eV

CARTESIAN COORDINATES (ANGSTROEM)
Te  -2.488  6.006  2.684
Te  -1.828  3.310  3.275
Te  -1.143  3.706  0.569
Te  -3.012  7.169  5.077
Sn  0.110  1.127  -0.404
Se  -0.081  -2.166  -1.423
S  2.745  2.418  0.813
O  2.130  2.860  -0.445
O  4.161  2.125  0.738
N  0.840  6.370  4.719
N  -0.103  0.283  -4.476
N  -2.346  0.810  -1.629
N  1.932  1.133  1.414
N  -1.632  -4.568  -1.591
N  0.242  -4.748  -2.649
N  -1.352  -0.125  1.870
N  0.213  1.695  -2.823
N  -2.842  -0.256  -3.500
N  2.980  -0.973  1.673
N  2.648  -0.042  -0.470
C  2.357  3.327  3.345
C  -1.951  0.548  -2.853
C  1.551  5.839  2.475
C  1.895  4.252  4.254
C  -2.693  -4.026  -0.759
C  2.537  0.006  0.876
C  3.381  -1.000  -1.006
C  -0.507  -3.885  -1.918
C  -0.404  -5.966  -2.757
C  3.944  -2.009  -0.245
C  2.027  4.917  1.567
C  1.381  1.572  -3.533
C  -2.667  -0.062  2.059
C  -0.662  0.899  -3.404
C  -3.405  -1.128  2.555
C  1.204  0.701  -4.562
C  1.583  -4.449  -3.111
C  -2.738  -2.300  2.880
C  -1.367  -2.366  2.684
C  -3.851  -0.535  -2.611
C  3.651  -1.965  1.107
C  1.425  5.504  3.824
C  -3.520  0.124  -1.467
C  -1.574  -5.852  -2.097
C  -0.718  -1.256  2.160
C  2.425  3.659  1.996
H  2.035  5.150  0.511
H  -4.698  -1.143  -2.876
H  1.816  3.989  5.302
H  -0.518  -0.439  -5.036
H  -4.472  -1.023  2.700
H  -2.807  -0.559  -4.455
H  -3.626  -4.525  -1.014
H  -3.132  0.892  1.832
H  1.605  -3.423  -3.473
H  2.632  2.332  3.669
H  1.843  -5.145  -3.905
H  1.859  0.365  -5.345
H  3.983  -2.756  1.774
H  1.162  6.784  2.118
H  -2.766  -2.956  -0.945
H  0.354  -1.266  1.994
H  2.293  -4.532  -2.288
H  -2.463  -4.175  0.297
H  0.234  7.074  4.316
H  -4.069  0.172  -0.542
H  3.501  -0.973  -2.086
H  -3.278  -3.143  3.295
H  0.379  5.923  5.496
H  0.019  -6.794  -3.296
H  2.262  2.105  -3.218
H  -2.368  -6.562  -1.950
H  -0.805  -3.259  2.924
H  4.547  -2.793  -0.681



Arrangement b

ORCA calculation (ωB97M-V with the def2-TZVPD basis set) on a structure of composition C26H28N11O2SSeSnTe4.

Results
- Total charge: -1
- LUMO energy: 1.28 eV
- HOMO: -2.316 eV
- Multiplicity: 1
- Kohn-Sham gap: 3.60 eV

CARTESIAN COORDINATES (ANGSTROEM)
Te  2.614  -1.280  -0.023
Te  6.013  -3.056  -4.701
Te  2.789  -1.431  -2.742
Te  5.197  -2.586  -2.220
Sn  -0.053  0.023  0.203
Se  -0.915  3.103  2.076
S  -1.126  1.263  -2.466
O  -0.172  2.248  -1.994
O  -0.576  -0.089  -2.569
N  -1.916  -0.772  2.150
N  -3.007  3.380  -1.777
N  0.429  0.051  4.855
N  1.913  3.039  1.444
N  0.813  -0.498  2.761
N  -2.562  0.259  3.986
N  -4.188  1.860  -0.360
N  1.539  3.203  3.563
N  -2.400  1.122  -1.565
N  -2.756  2.785  -7.982
N  -0.998  -2.051  -0.364
C  3.141  3.078  2.071
C  -0.555  -3.133  0.287
C  -3.011  1.384  -6.017
C  -1.526  -0.276  3.298
C  -2.639  1.046  -4.730
C  -4.974  2.857  0.005
C  -0.973  2.774  -4.749
C  -2.476  -4.391  -0.335
C  -2.939  -3.272  -1.003
C  1.754  3.029  -0.005
C  2.015  -0.324  3.400
C  -3.260  -0.518  2.067
C  0.866  3.375  4.827
C  -1.341  3.113  -6.039
C  -2.176  -2.118  -0.997
C  2.911  3.188  3.393
C  -1.618  1.739  -4.096
C  1.801  0.010  4.703
C  -3.201  2.162  -1.238
C  -3.823  4.347  -1.389
C  -1.259  -4.321  0.320
C  -0.117  -0.255  3.654
C  0.918  3.132  2.351
C  -3.682  0.121  3.194
C  -2.358  2.417  -6.690
C  -4.841  4.154  -0.471
H  -0.104  2.885  4.772
H  -4.640  0.506  3.491
H  2.228  3.916  -0.425
H  -3.810  0.843  -6.512
H  4.057  2.995  1.516
H  -2.501  -1.213  -1.490
H  -3.053  -5.307  -0.328
H  -2.509  0.817  4.818
H  3.590  3.224  4.226
H  -3.881  -3.281  -1.534
H  -0.848  -5.172  0.845
H  -0.186  3.308  -4.235
H  1.477  2.939  5.617
H  -3.647  5.322  -1.834
H  2.208  2.130  -0.422
H  2.947  -0.458  2.875
H  -3.140  0.239  -4.210
H  0.415  -3.031  0.759
H  0.698  4.432  5.039
H  -5.757  2.609  0.719
H  2.474  0.204  5.518
H  -2.027  3.229  -8.518
H  -0.834  3.922  -6.552
H  -3.829  -0.775  1.190
H  -3.175  2.031  -8.506
H  -5.493  4.955  -0.154
H  0.695  3.050  -0.245
H  -0.063  0.247  5.708



Which of them is least stable? Easy: arrangement a.